Molecular formula: C5H12NO2S
Method: DFT, the ωB97M-V functional and the def2-TZVPD basis

The geometry in XYZ format:
```
21
C5H12NO2S | the OMol25 dataset | the ωB97M-V functional and the def2-TZVPD basis
H -2.885 -0.143 0.146
S 1.687 -1.807 0.317
C -0.672 0.298 1.581
O 1.292 -2.611 1.454
H -2.118 1.293 -0.368
H -1.515 0.060 2.127
O 2.960 -1.079 0.391
H 1.460 1.276 -1.735
C -0.752 -0.290 0.181
H 1.040 -3.224 -1.154
H 2.243 -2.406 -1.849
H -0.960 -1.360 0.418
H -0.762 1.485 1.529
H -2.101 -0.235 -1.447
N 2.052 -3.071 -1.015
H 2.145 0.278 -0.364
C -2.046 0.192 -0.403
C 0.325 -0.287 -0.876
H 0.170 0.062 2.113
H 0.943 1.549 -0.057
C 1.295 0.854 -0.814
```

As for the spin multiplicity: 1. Its net charge is -1. The value obtained for the energy above the lowest of the compared OMol25 structures with the same formula, charge and spin is 424.45 kJ/mol. The electronic energy comes out at -21797.01335 eV. The highest occupied orbital energy is -3.309 eV.


Molecular formula: C5H12NOP3
Method: DFT, the ωB97M-V functional and the def2-TZVPD basis

The geometry in XYZ format:
```
22
C5H12NOP3 | the OMol25 dataset | the ωB97M-V functional and the def2-TZVPD basis
C -0.175 1.718 1.235
H 0.144 -1.271 0.287
C 1.217 -1.175 0.653
H -3.722 0.603 -1.453
C 2.540 0.888 0.268
C 1.504 0.089 -0.011
H -3.193 -2.271 0.490
H 2.853 1.826 -0.181
H -0.252 -0.034 -1.171
C 0.751 0.401 -1.242
H -1.249 -2.532 1.563
N -0.717 0.706 0.842
H 0.644 1.599 -1.329
H -2.137 1.558 -1.493
O 0.465 2.655 1.470
P -2.388 0.301 -1.608
H 3.105 0.550 1.123
H 1.932 -1.975 0.214
P -1.815 -2.231 0.179
H 1.350 -1.257 1.713
P -2.133 -0.112 0.543
H 1.275 -0.036 -2.092
```

As for the spin multiplicity: 1. As for the SMILES: O=C=NP(P)#[PH2].C=C(C)C. The value obtained for the energy above the lowest of the compared OMol25 structures with the same formula, charge and spin is 112.92 kJ/mol. The electronic energy comes out at -36780.01603 eV. The highest occupied orbital energy is -8.233 eV.


Molecular formula: C5H12NS
Method: DFT, the ωB97M-V functional and the def2-TZVPD basis

The geometry in XYZ format:
```
19
C5H12NS | the OMol25 dataset | the ωB97M-V functional and the def2-TZVPD basis
H -0.870 -2.753 -1.287
H -1.061 -3.452 0.261
H 0.915 -0.358 -1.125
C -0.333 2.301 -0.373
N -0.031 0.957 0.112
C -0.069 -0.155 -0.799
H 2.135 1.011 0.077
H -0.288 3.141 0.388
C -0.639 -1.422 0.329
H 1.365 0.016 1.376
H -0.663 0.670 0.929
H 0.391 2.361 -1.254
H -0.882 -0.247 -1.508
H 1.265 1.765 1.549
S -1.003 -0.989 1.779
H -1.368 2.199 -0.643
C -0.566 -2.780 -0.342
H 0.468 -3.193 -0.350
C 1.233 0.929 0.883
```

As for the spin multiplicity: 3. Its net charge is +1. The value obtained for the energy above the lowest of the compared OMol25 structures with the same formula, charge and spin is 123.86 kJ/mol. The expectation value of S² is 2.006. The electronic energy comes out at -17693.02356 eV. The highest occupied orbital energy (alpha / beta) is -10.792 / -14.929 eV.


Molecular formula: C5H12NS2
Method: DFT, the ωB97M-V functional and the def2-TZVPD basis

The geometry in XYZ format:
```
20
C5H12NS2 | the OMol25 dataset | the ωB97M-V functional and the def2-TZVPD basis
H -1.109 0.351 -3.875
H -1.490 1.439 -2.524
C -1.533 0.475 -2.885
H 1.717 -0.239 2.095
C -0.658 -0.287 2.243
H 3.031 0.503 0.272
C 2.032 0.225 -0.055
H 2.087 -0.428 -0.952
H -0.347 0.710 2.557
H 1.750 -1.509 1.069
S -0.777 -0.685 -1.760
H -0.493 -1.485 0.449
C 1.391 -0.521 1.064
H -2.600 0.162 -2.913
H -1.462 0.981 -0.363
N -0.108 -0.507 0.877
H -1.715 -0.430 2.324
C -0.460 0.472 -0.297
S 0.909 1.623 -0.387
H -0.167 -0.851 3.059
```

As for the spin multiplicity: 1. Its net charge is +1. As for the SMILES: CS[C@@H]1SCC[N@H+]1C. The value obtained for the energy above the lowest of the compared OMol25 structures with the same formula, charge and spin is 183.88 kJ/mol. The electronic energy comes out at -28532.26780 eV. The highest occupied orbital energy is -12.896 eV.


Molecular formula: C5H12O
Method: DFT, the ωB97M-V functional and the def2-TZVPD basis

The geometry in XYZ format:
```
18
C5H12O | the OMol25 dataset | the ωB97M-V functional and the def2-TZVPD basis
H -0.325 2.073 -0.734
H -1.707 1.025 1.292
H -1.412 0.752 -1.328
C 1.885 -0.260 -0.573
H -0.315 -1.671 -0.939
C -0.644 -1.433 0.072
H 1.099 0.320 -1.229
C -0.791 0.570 1.674
H -0.158 1.346 2.112
H 2.916 0.100 -0.484
C -0.396 1.098 -1.211
H -1.736 -1.386 0.081
H -0.052 1.289 -2.270
C -0.082 -0.086 0.501
H -1.082 -0.125 2.480
H 1.879 -1.328 -0.839
O 1.258 -0.025 0.659
H -0.337 -2.259 0.734
```

As for the spin multiplicity: 1. The value obtained for the energy above the lowest of the compared OMol25 structures with the same formula, charge and spin is 334.35 kJ/mol. The electronic energy comes out at -7423.84606 eV. The highest occupied orbital energy is -8.729 eV.


Molecular formula: C5H12O
Method: DFT, the ωB97M-V functional and the def2-TZVPD basis

The geometry in XYZ format:
```
18
C5H12O | the OMol25 dataset | the ωB97M-V functional and the def2-TZVPD basis
H -1.548 -0.760 -1.398
C 1.906 -0.186 0.989
H 2.629 0.335 1.628
H -1.823 2.372 1.190
C -1.519 1.628 0.444
H 1.165 -1.418 -1.731
H 2.471 -0.602 0.146
H -1.018 -2.370 -1.947
H 1.497 -1.020 1.567
H 1.091 1.416 -0.299
H -0.700 0.040 1.757
H -2.414 1.047 0.189
C 0.821 0.732 0.505
H -1.196 2.159 -0.457
O 0.404 -0.849 -1.891
C -0.734 -1.487 -1.355
H -0.607 -1.772 -0.301
C -0.428 0.738 0.963
```

As for the spin multiplicity: 1. As for the SMILES: C/C=C/C.CO. The value obtained for the energy above the lowest of the compared OMol25 structures with the same formula, charge and spin is 128.28 kJ/mol. The electronic energy comes out at -7425.98182 eV. The highest occupied orbital energy is -8.964 eV.


Molecular formula: C5H12O
Method: DFT, the ωB97M-V functional and the def2-TZVPD basis

The geometry in XYZ format:
```
18
C5H12O | the OMol25 dataset | the ωB97M-V functional and the def2-TZVPD basis
C 0.073 -0.944 1.827
C 0.196 -1.194 -0.988
C -0.643 0.559 -0.159
H -0.096 -2.197 -0.744
H -0.534 1.123 -2.343
C 0.581 -0.511 0.437
H 1.072 -1.097 -1.605
H -0.610 1.107 0.751
H -0.857 2.433 -1.209
H -1.668 0.152 -0.301
H -0.233 -0.026 2.377
H 0.769 1.737 -1.307
C -0.297 1.497 -1.333
H 1.414 1.021 1.233
O 1.714 0.317 0.614
H -0.816 -1.558 1.697
H 0.758 -1.473 2.511
H -0.640 -0.856 -1.685
```

As for the spin multiplicity: 1. As for the SMILES: CCC(C)(C)O. The value obtained for the energy above the lowest of the compared OMol25 structures with the same formula, charge and spin is 323.16 kJ/mol. The electronic energy comes out at -7423.96205 eV. The highest occupied orbital energy is -8.387 eV.


Molecular formula: C5H12O
Method: DFT, the ωB97M-V functional and the def2-TZVPD basis

The geometry in XYZ format:
```
18
C5H12O | the OMol25 dataset | the ωB97M-V functional and the def2-TZVPD basis
H -0.268 -2.294 1.015
H 1.965 -1.134 0.410
C -0.762 -1.317 1.067
H 0.438 0.005 -1.909
H 0.539 2.050 -0.782
H 0.179 -1.681 -1.443
C -0.164 -0.655 -1.274
H -1.210 -0.586 -1.591
H -1.798 -1.431 0.731
H -0.775 -0.987 2.111
C -0.481 2.017 -0.381
H 1.954 0.604 0.074
H -1.179 1.986 -1.228
C -0.033 -0.289 0.206
O -0.687 0.949 0.508
H -0.668 2.939 0.177
C 1.438 -0.195 0.619
H 1.514 0.019 1.689
```

As for the spin multiplicity: 1. As for the SMILES: COC(C)(C)C. The value obtained for the energy above the lowest of the compared OMol25 structures with the same formula, charge and spin is 45.15 kJ/mol. The electronic energy comes out at -7426.84341 eV. The highest occupied orbital energy is -9.610 eV.


Molecular formula: C5H12O
Method: DFT, the ωB97M-V functional and the def2-TZVPD basis

The geometry in XYZ format:
```
18
C5H12O | the OMol25 dataset | the ωB97M-V functional and the def2-TZVPD basis
C 1.821 0.376 -0.108
H -1.785 1.500 -0.313
H 0.736 -0.525 1.572
H 1.978 1.451 -0.270
H 1.636 -0.081 -1.089
H -0.461 1.425 -1.483
H 0.249 1.104 1.209
O 2.980 -0.213 0.457
C 0.556 0.161 0.733
C -1.650 -1.068 0.666
H -2.229 -0.372 1.287
H 3.629 -0.235 -0.260
H -1.899 0.426 -1.720
H -0.214 -1.039 -0.922
H -1.187 -1.792 1.347
C -0.599 -0.332 -0.159
C -1.216 0.821 -0.961
H -2.346 -1.606 0.016
```

As for the spin multiplicity: 1. As for the SMILES: CC(C)CCO. The value obtained for the energy above the lowest of the compared OMol25 structures with the same formula, charge and spin is 48.35 kJ/mol. The electronic energy comes out at -7426.81023 eV. The highest occupied orbital energy is -10.100 eV.


Molecular formula: C5H12O
Method: DFT, the ωB97M-V functional and the def2-TZVPD basis

The geometry in XYZ format:
```
18
C5H12O | the OMol25 dataset | the ωB97M-V functional and the def2-TZVPD basis
H -1.214 2.001 -1.243
H -1.840 -2.506 0.605
H 0.300 -0.007 -1.197
H -2.102 -0.321 -0.622
H 2.498 0.860 -0.383
C -0.966 -1.913 0.315
C -0.458 1.872 -0.459
H 2.249 -0.902 -0.230
C -1.321 -0.440 0.140
C 2.165 0.062 0.298
C -0.113 0.400 -0.259
H 0.430 2.449 -0.742
H 2.827 0.046 1.168
H -1.722 -0.037 1.079
H -0.199 -2.028 1.087
H -0.571 -2.336 -0.617
O 0.861 0.273 0.771
H -0.855 2.289 0.473
```

As for the spin multiplicity: 1. As for the SMILES: CC[C@@H](C)OC. The value obtained for the energy above the lowest of the compared OMol25 structures with the same formula, charge and spin is 53.42 kJ/mol. The electronic energy comes out at -7426.75772 eV. The highest occupied orbital energy is -9.651 eV.


- Look up the electronic energy of the second one.
  -36780.01603 eV